1.
{"formula": "C6H14Cl2O3PPt", "method": "ωB97M-V/def2-TZVPD", "symbols": ["C", "C", "H", "H", "H", "O", "Cl", "Pt", "P", "C", "C", "H", "H", "H", "C", "H", "H", "H", "H", "H", "H", "C", "O", "Cl", "O", "H", "H"], "coordinates": [[-0.0481, -3.7946, -3.8234], [-0.8906, -2.9174, -2.9733], [-0.4326, -3.8917, -4.9027], [0.1032, -4.8126, -3.4223], [0.9346, -3.2738, -3.9311], [-2.0397, -2.8461, -2.6650], [0.3957, -3.2081, -0.7267], [0.0731, -1.1228, -1.7566], [0.2505, 1.1548, -2.1696], [-1.2216, 2.0715, -1.5606], [1.5366, 2.1818, -1.3532], [1.3513, 1.4932, -4.3076], [0.0943, 2.7604, -4.0437], [-0.3453, 1.0723, -4.4791], [0.3487, 1.6945, -3.9137], [2.5061, 1.6704, -1.4801], [1.6102, 3.1890, -1.8169], [-1.3203, 3.0687, -2.0222], [-1.1032, 2.1678, -0.4706], [1.3097, 2.2869, -0.2642], [-2.0961, 1.4635, -1.7954], [-1.2786, -0.9895, -0.5052], [-2.1974, -0.7788, 0.1970], [1.9196, -1.2815, -3.2119], [0.6624, 2.2550, 1.6612], [1.0662, 1.4165, 1.9342], [1.2338, 2.9293, 2.0546]], "forces_ev_per_angstrom": [[0.68, -0.10, -1.79], [-2.15, 0.41, -0.27], [0.01, 0.19, 1.61], [-0.23, 0.39, 0.04], [-0.48, -0.71, 0.12], [1.27, -0.70, -0.70], [0.75, -0.88, 1.23], [2.66, -0.48, -1.90], [-1.26, 3.10, 0.80], [0.00, -0.76, 0.07], [1.37, -0.75, -1.44], [-0.07, 0.14, -0.01], [0.08, -0.44, 0.34], [-0.22, 0.02, -0.07], [0.61, -0.51, -0.33], [-0.09, 0.45, 0.37], [-0.24, -0.45, 0.41], [0.22, -0.45, 0.11], [-0.33, 0.00, -0.31], [-0.39, -0.05, 0.71], [-0.26, 0.33, 0.12], [-6.72, 2.32, 4.08], [5.02, -1.46, -3.39], [-0.53, 0.19, 0.32], [-0.61, -0.09, -0.95], [0.30, -0.97, 0.35], [0.61, 1.27, 0.50]], "mulliken_spin": [0.1723, 0.3286, -0.0021, -0.0060, 0.0083, 0.4269, 0.8960, 0.2787, 0.1091, 0.0120, 0.1749, 0.0002, -0.0019, 0.0123, 0.0458, 0.0044, 0.0066, 0.0045, 0.0016, 0.0504, -0.0020, 0.0137, 0.0153, 0.7460, 0.7450, -0.0200, -0.0205], "homo_lumo_gap_ev": [6.34, 3.97], "charge": 3, "spin_multiplicity": 5, "e_lumo_ev": [-12.298, -17.859]}

=====

2.
{"formula": "C6H14Cl2Si", "method": "ωB97M-V/def2-TZVPD", "symbols": ["Cl", "Cl", "C", "C", "C", "C", "C", "C", "Si", "H", "H", "H", "H", "H", "H", "H", "H", "H", "H", "H", "H", "H", "H"], "coordinates": [[-1.2890, -1.9511, -0.4960], [0.3555, 0.0952, -2.6256], [3.6827, -0.9869, 0.4413], [-3.3832, 0.2770, 0.5844], [2.4706, -1.0125, -0.4420], [-2.6915, 1.3360, -0.2865], [1.2710, -0.4693, 0.3404], [-1.1892, 1.4805, -0.1036], [-0.2330, -0.1062, -0.5957], [3.8310, -0.0246, 1.0458], [4.5107, -1.1960, -0.1495], [3.6481, -1.7544, 1.2311], [-2.8396, -0.6400, 0.4525], [-3.3418, 0.4482, 1.6794], [-4.3974, 0.0514, 0.3652], [2.6352, -0.3635, -1.2301], [2.2381, -2.0016, -0.7973], [-3.1199, 2.3561, -0.1387], [-2.7728, 1.0281, -1.3575], [1.4794, 0.4462, 0.9376], [0.9082, -1.0668, 1.1043], [-0.9100, 1.8810, 0.9495], [-0.8629, 2.1734, -0.9089]], "forces_ev_per_angstrom": [[0.51, 0.48, -0.45], [-0.56, 0.05, 0.63], [-0.47, 0.46, 2.44], [1.21, 0.28, 1.03], [-0.95, 0.16, 2.63], [-0.74, 0.35, -0.37], [0.56, 1.94, -0.42], [0.77, -0.34, 0.85], [-0.54, 0.00, -0.90], [-0.25, -1.03, -1.27], [1.92, -0.18, -0.84], [-0.12, 0.03, -0.29], [-0.16, -0.29, 0.06], [0.09, 0.44, -0.52], [-0.97, 0.21, -0.54], [0.31, 1.04, -1.88], [0.07, -0.41, -0.30], [-0.06, -0.80, -0.36], [-0.58, 0.41, 0.63], [0.46, -0.11, -0.68], [-0.41, -1.93, 1.54], [-0.23, -0.70, -1.78], [0.15, -0.05, 0.79]], "lowdin_charge": [0.3284, 0.2936, -0.1221, -0.1447, -0.3233, -0.3389, -0.3653, -0.3135, -0.0104, 0.1041, 0.0411, 0.0805, -0.0585, 0.0853, 0.0578, 0.0414, 0.1108, 0.1104, 0.1073, 0.0946, 0.0405, 0.1136, 0.0673], "homo_lumo_gap_ev": 10.91, "de_lowest_kj_mol": 107.99, "smiles": "CCC[Si](Cl)(Cl)CCC", "e_lumo_ev": 0.717}

=====

3.
{"formula": "C6H14ClO5PS", "method": "ωB97M-V/def2-TZVPD", "symbols": ["C", "C", "C", "C", "C", "C", "O", "O", "O", "O", "O", "P", "S", "Cl", "H", "H", "H", "H", "H", "H", "H", "H", "H", "H", "H", "H", "H", "H"], "coordinates": [[0.3254, 2.8770, -1.1296], [0.6842, 0.0541, 3.5511], [0.3315, -3.0609, -2.1811], [0.9822, 1.7712, -0.3769], [0.0127, -1.1794, 2.9587], [-1.3874, -1.3018, -0.7653], [1.2932, -1.4083, 0.3875], [0.3558, -0.4406, -2.3813], [-1.5093, -1.6244, -3.3640], [0.0494, 0.9805, 0.2975], [-0.7576, -0.8272, 1.7812], [0.0242, -0.6323, 0.4531], [-0.5729, -1.5211, -2.3341], [-1.9187, -2.7724, -0.0559], [0.7801, 3.9093, -1.0066], [0.2654, 2.4327, -2.1833], [-0.7612, 2.9824, -0.7925], [1.2130, 0.4452, 2.6359], [0.0709, 0.8775, 3.9413], [1.5582, -0.2869, 4.2536], [-0.3461, -3.9662, -2.6719], [1.0801, -2.9615, -2.9482], [0.7224, -3.2131, -1.2214], [1.8217, 2.1007, 0.3439], [1.5190, 1.0722, -0.9681], [-0.5997, -1.9272, 3.4936], [1.0095, -1.6810, 2.5324], [-2.3585, -0.6748, -0.8355]], "forces_ev_per_angstrom": [[-1.72, 0.32, -1.19], [1.62, -0.16, 0.00], [-2.78, -1.84, -3.23], [3.01, 0.21, 1.60], [2.78, -1.28, -1.18], [0.02, 1.98, 1.48], [-1.05, 0.97, -0.43], [0.89, 0.91, 0.01], [-2.09, -0.49, -2.06], [-1.48, -2.01, 1.24], [-0.49, 0.21, 0.98], [-0.19, 0.50, -1.65], [1.24, -0.66, 1.43], [-0.54, -1.57, 0.27], [-0.25, -1.50, -0.54], [0.05, 1.54, 1.03], [1.44, -0.17, -0.29], [-0.30, 0.06, 1.08], [0.08, -0.53, 0.18], [-1.90, 0.78, -0.98], [1.46, 2.35, 1.90], [0.70, 0.32, -0.03], [0.51, -0.30, 1.26], [-1.57, -0.07, -0.55], [0.55, -0.13, -1.27], [0.39, 0.87, 0.18], [-2.48, 0.13, 1.02], [2.11, -0.43, -0.25]], "lowdin_charge": [-0.0739, -0.0859, -0.1609, -0.3423, -0.2581, -0.7860, -0.2585, -0.3190, -0.2859, -0.2096, -0.2624, 0.4977, 0.4961, 0.6852, 0.0925, 0.0976, 0.0982, 0.0677, 0.0755, 0.1183, 0.1427, 0.0573, 0.0162, 0.1446, 0.0767, 0.1258, 0.1331, 0.1171], "homo_lumo_gap_ev": 10.99, "de_lowest_kj_mol": 0.00, "smiles": "CCOP(=O)(OCC)[C@H](Cl)S(C)(=O)=O", "e_lumo_ev": 0.664}

=====

4.
{"formula": "C6H14ErO3", "method": "ωB97M-V/def2-TZVPD", "symbols": ["H", "C", "H", "O", "C", "H", "H", "O", "C", "H", "O", "C", "H", "C", "H", "H", "H", "H", "Er", "H", "C", "H", "H", "H"], "coordinates": [[-2.3033, 4.6656, 0.5221], [-1.8990, 3.8522, -0.1087], [-1.6895, 4.2993, -1.1013], [-2.7833, 2.7814, -0.2109], [-0.5702, 3.4211, 0.5101], [0.2128, 4.1856, 0.4049], [-0.6989, 3.1711, 1.5760], [-0.1795, 2.2280, -0.1843], [0.8645, 1.4488, 0.3770], [0.6875, 1.3140, 1.4553], [-0.5278, -0.3593, -0.3656], [0.8173, 0.1215, -0.3459], [1.1777, 0.2097, -1.3835], [0.1325, -4.1323, -0.2504], [-0.5195, -1.4565, -0.3605], [-0.2547, -4.3891, -1.2427], [1.4742, -0.6001, 0.1558], [-0.6582, -4.4306, 0.4472], [-2.1035, 1.0467, -0.6445], [1.8399, 1.9339, 0.2342], [1.4808, -4.6969, 0.0641], [2.2350, -4.3982, -0.6764], [1.8166, -4.4138, 1.0731], [1.4487, -5.8020, 0.0550]], "forces_ev_per_angstrom": [[0.03, -0.36, -0.29], [0.93, 2.23, 0.26], [-0.30, -0.26, 0.32], [0.10, -0.02, 0.09], [-0.30, 0.88, 0.72], [-0.29, -0.18, 0.01], [0.09, 0.06, -0.23], [-1.19, -0.69, -0.83], [0.65, -0.55, 0.48], [0.01, 0.10, -0.20], [0.18, -4.60, 0.39], [2.20, 0.06, -0.22], [-0.22, 0.05, 0.29], [-0.67, -1.87, -0.18], [0.14, 3.01, 0.02], [0.35, 0.74, -0.18], [-0.23, 0.16, -0.04], [0.21, 0.74, 0.34], [-1.44, -0.18, -0.74], [-0.24, -0.13, -0.01], [0.33, 0.77, 0.16], [-0.13, -0.11, 0.23], [-0.02, -0.10, -0.32], [-0.21, 0.27, -0.08]], "mulliken_spin": [0.0012, -0.0054, 0.0007, 0.0092, 0.0023, 0.0002, 0.0001, -0.0046, -0.0060, 0.0003, -0.0494, -0.0145, -0.0101, 0.8358, 0.1066, 0.0191, 0.0202, 0.0181, 3.0212, -0.0001, -0.0487, 0.0107, 0.0136, 0.0793], "homo_lumo_gap_ev": [5.36, 8.22], "charge": 2, "spin_multiplicity": 5, "e_lumo_ev": [-9.379, -9.272]}

=====

5.
{"formula": "C6H14EuO3", "method": "ωB97M-V/def2-TZVPD", "symbols": ["H", "C", "O", "C", "H", "H", "H", "H", "Eu", "C", "O", "C", "C", "O", "C", "H", "H", "H", "H", "H", "H", "H", "H", "H"], "coordinates": [[0.3172, -0.4469, 0.2378], [-0.8489, 1.4210, 1.6943], [-0.3532, 0.3185, 2.3231], [-1.1430, -0.8603, 2.3174], [-1.8649, 1.7273, 1.9870], [-0.0646, 2.1766, 1.5796], [-0.9088, -1.4366, 3.2226], [-2.1526, -0.4208, 2.4260], [-1.2554, 0.8258, -0.5989], [-1.6979, -2.0325, 1.1392], [-2.0543, -1.3343, -0.0477], [-2.7085, -2.0983, -1.0785], [-1.7748, -2.5938, -2.1557], [-0.9351, -3.5936, -1.6480], [0.2689, -3.7301, -2.3624], [-2.6505, -2.3563, 1.5746], [-0.8941, -2.7566, 0.9794], [-3.4400, -1.4120, -1.5238], [-3.2336, -2.9335, -0.5953], [-1.1894, -1.7496, -2.5677], [-2.3950, -2.9865, -2.9828], [0.8613, -4.5101, -1.8709], [0.0764, -4.0082, -3.4128], [0.8515, -2.7930, -2.3492]], "forces_ev_per_angstrom": [[0.02, 0.52, -1.10], [0.89, -0.48, 2.49], [0.61, 0.33, -1.51], [-3.87, -1.00, -0.06], [0.05, -0.10, -0.10], [-0.31, -0.03, 0.12], [0.18, 0.23, -0.48], [-0.04, -0.33, 0.68], [0.77, -0.91, -1.24], [2.17, 2.44, 1.15], [-0.19, 0.03, -0.27], [-0.32, -0.23, 0.24], [0.02, -0.20, -0.18], [-0.35, 0.40, 0.43], [0.57, -0.08, -0.43], [0.58, -0.41, 0.32], [-0.54, -0.08, -0.17], [-0.07, -0.26, 0.01], [0.01, 0.16, -0.26], [0.01, -0.11, 0.10], [0.13, 0.14, 0.12], [-0.24, 0.18, -0.19], [0.09, -0.02, 0.29], [-0.17, -0.18, 0.05]], "mulliken_spin": [-0.0618, 0.6205, 0.2044, -0.0309, 0.0290, 0.0202, -0.0021, 0.0105, 7.1964, 0.0211, -0.0068, -0.0052, 0.0117, 0.0004, 0.0005, -0.0014, -0.0034, -0.0009, -0.0010, -0.0018, 0.0010, 0.0004, 0.0000, -0.0009], "homo_lumo_gap_ev": [6.93, 6.00], "de_lowest_kj_mol": 356.44, "charge": 1, "spin_multiplicity": 9, "e_lumo_ev": [-4.003, -4.905]}

=====

Number 1: calculated total energy -50132.4893 eV. Number 2: calculated total energy -39374.3244 eV. Number 3: calculated total energy -49332.5782 eV. Number 4: calculated total energy -40192.9383 eV. Number 5: calculated total energy -31907.1175 eV.